DFT (ωB97M-V with the def2-TZVPD basis set) results for a 13-piece molecular cluster, C42H117N7O17 overall.

Values from the calculation:
E_LUMO = 0.3462 eV
Gap between HOMO and LUMO = 8.96 eV
E_HOMO = -8.618 eV

XYZ file:
```
183
Properties=species:S:1:pos:R:3:forces:R:3
C 5.318526 -1.413719 5.258954 -1.63 0.77 -0.33
O 5.504546 -2.286843 6.359516 0.66 0.03 -0.92
H 4.462540 -0.761815 5.475256 0.41 0.22 0.51
H 6.183468 -0.792354 5.016014 0.07 -0.12 0.10
H 4.911114 -1.869508 4.343740 0.68 -0.62 0.04
H 6.310725 -2.756565 6.106376 -0.20 -0.27 0.55
C 3.633257 2.814379 5.135533 -0.64 -0.42 0.02
O 2.812331 3.932578 5.430832 0.21 0.43 -0.18
H 3.111124 1.924881 5.505940 0.49 -0.20 0.06
H 3.800922 2.662232 4.063950 -0.01 0.19 -0.01
H 4.594956 2.953988 5.623739 -0.10 -0.02 0.11
H 1.959565 3.807721 5.005519 -0.01 -0.06 0.04
C -3.571427 1.867116 1.955248 -0.04 0.03 0.52
O -2.423298 1.089748 2.259869 0.04 0.28 -0.57
H -4.429113 1.240635 2.191434 -0.13 0.12 -0.03
H -3.590455 2.770401 2.569233 -0.20 -0.03 0.13
H -3.661711 2.227766 0.927069 0.27 -0.31 -0.20
H -1.632627 1.636172 2.086804 0.08 -0.24 0.24
C -2.574710 5.467213 -0.179066 -0.78 1.97 1.14
O -3.124034 4.959393 1.051061 0.50 -0.58 -0.63
H -2.075200 6.399876 0.111237 0.46 -0.13 -0.44
H -1.899090 4.864097 -0.783462 -0.20 -0.53 0.28
H -3.439804 5.847902 -0.724117 0.11 -0.53 -0.49
H -2.491677 5.165430 1.743161 -0.01 -0.15 0.09
C 4.389801 -4.464482 1.873025 -0.45 0.19 -0.16
O 3.347843 -5.411307 1.764750 -0.35 -0.55 -0.15
H 4.669831 -4.355786 0.826506 0.57 0.30 0.25
H 4.060402 -3.488052 2.245656 -0.15 -0.02 -0.09
H 5.230240 -4.771434 2.503442 -0.02 -0.28 -0.15
H 2.779712 -5.531911 2.528984 0.35 0.34 0.34
C 2.916133 0.201686 -3.610844 -0.95 1.48 -1.05
O 4.278873 0.524116 -3.845139 0.22 -0.91 0.22
H 2.554378 -0.831713 -3.620476 0.86 -0.28 0.47
H 2.612789 0.753383 -2.723106 -0.03 -0.41 0.19
H 2.344216 0.654594 -4.436481 -0.20 0.05 0.17
H 4.547693 0.095596 -4.663785 0.08 0.07 0.05
C 3.187671 9.271949 0.298127 -1.07 -0.20 -0.01
O 2.418437 8.083684 0.367782 0.15 -0.56 -0.42
C 2.038535 7.695269 1.665294 0.40 -0.29 0.43
C 1.501401 6.272105 1.625727 -0.95 0.68 -2.01
N 2.425659 5.323439 1.012373 -0.62 -0.97 1.18
C 3.394418 4.781323 1.960379 0.56 -0.02 -0.79
C 4.231113 3.675842 1.337234 0.00 0.69 -0.64
O 5.095440 4.334865 0.417562 0.55 0.02 0.04
C 5.898590 3.436519 -0.293428 -0.58 -1.07 -1.27
H 3.244712 9.510680 -0.762659 0.13 0.14 0.07
H 4.194991 9.165382 0.709148 -0.09 -0.02 0.19
H 2.586479 10.029984 0.815761 0.59 0.39 -0.02
H 1.273312 8.373173 2.060854 0.11 0.12 0.15
H 2.927249 7.682357 2.309605 -0.06 0.35 0.20
H 0.634752 6.277402 0.946657 0.01 0.30 -0.12
H 0.993504 6.028045 2.559343 0.88 -0.55 0.37
H 2.890922 5.757296 0.227243 0.02 0.13 0.03
H 2.884672 4.347859 2.819422 -0.04 0.46 0.20
H 4.096334 5.593967 2.186036 0.10 -0.32 0.93
H 3.590495 2.983126 0.778816 -0.01 -0.12 0.14
H 4.829844 3.117033 2.063093 -0.09 0.07 0.17
H 6.307779 3.862669 -1.210677 0.08 0.63 0.35
H 5.260658 2.635278 -0.701746 0.01 -0.15 0.19
H 6.712841 2.930392 0.235148 -0.06 0.36 0.54
C -0.353687 -0.115706 -1.914374 1.39 0.04 0.44
O 0.407836 0.957350 -1.354617 -0.54 -0.10 -0.35
C -0.400796 1.935359 -0.736134 0.02 0.94 0.16
C 0.358875 2.591078 0.407695 -0.17 -1.29 -0.24
N 0.292376 1.815614 1.687373 0.45 0.91 -0.62
C 0.517551 0.383017 1.571811 -1.35 -0.78 0.88
C 1.938375 -0.009296 1.273415 -0.13 -1.51 -1.28
O 2.853374 0.745110 2.007778 -0.41 0.40 0.91
C 4.205213 0.302256 2.034457 -0.70 1.02 -1.04
H 0.383251 -0.801139 -2.331451 -0.06 -0.13 0.04
H -0.989571 0.166285 -2.753216 -0.39 0.22 0.30
H -0.833077 -0.599790 -1.062163 -0.66 -0.23 -0.42
H -1.367517 1.562877 -0.375666 0.09 -0.41 0.01
H -0.643779 2.727873 -1.454913 0.01 -0.05 -0.19
H -0.055068 3.582292 0.584626 0.20 0.08 0.08
H 1.408981 2.648937 0.109934 -0.09 0.45 -0.25
H 1.156029 2.168147 2.098032 -0.40 -0.14 0.88
H -0.224748 -0.097976 0.922592 0.56 0.45 -0.87
H 0.088632 -0.121005 2.451850 0.83 0.54 0.69
H 2.032900 0.033883 0.178139 0.65 0.71 0.02
H 2.074905 -1.089311 1.434347 -0.03 -0.02 0.52
H 4.650485 0.755504 1.142623 0.49 -0.64 -0.15
H 4.256630 -0.784522 2.023551 0.31 -0.01 0.13
H 4.690426 0.802606 2.871204 -0.08 -0.43 0.32
C -11.124269 0.049362 -3.911478 -0.38 -0.76 -0.83
O -10.421527 -1.020699 -4.544899 0.66 0.57 0.59
C -9.041323 -1.019319 -4.199516 0.32 -2.52 -0.08
C -8.782811 -1.311803 -2.712212 -0.41 2.87 0.60
N -7.400625 -1.062516 -2.334191 0.35 -0.66 -1.09
C -6.575692 -2.230971 -2.606827 0.21 -0.06 0.46
C -5.110344 -2.138521 -2.247850 -0.30 -0.15 0.77
O -4.942460 -2.121722 -0.833577 0.09 -0.34 0.13
C -3.595665 -1.872814 -0.477378 -0.22 1.05 -0.35
H -10.568105 0.983840 -4.013612 -0.09 0.09 0.15
H -11.371103 -0.181294 -2.873118 0.16 0.17 0.06
H -12.058261 0.086575 -4.474738 -0.02 0.39 0.17
H -8.474814 -0.166780 -4.572920 -0.23 0.42 0.29
H -8.627154 -1.908375 -4.688574 -0.12 0.25 -0.60
H -9.207419 -2.248806 -2.346299 0.06 -0.25 -0.31
H -9.333567 -0.487095 -2.239783 -0.11 -0.39 0.47
H -7.277856 -0.640062 -1.430419 -0.02 -0.38 0.25
H -6.605948 -2.452415 -3.675900 -0.10 0.08 -0.06
H -6.953046 -3.127438 -2.093248 -0.13 -0.05 0.01
H -4.660273 -1.219284 -2.644558 0.16 -0.26 -0.38
H -4.662339 -3.086147 -2.569762 0.37 0.41 -0.64
H -3.400396 -0.822322 -0.733688 0.21 0.14 0.43
H -2.815611 -2.406093 -1.033505 -0.40 -0.65 -0.09
H -3.478501 -2.043861 0.587432 -0.01 0.06 0.05
C 0.848506 -8.654017 8.609305 -0.29 0.23 0.21
O 0.233746 -7.610611 7.864455 0.51 -0.47 -0.22
C -0.435471 -8.132857 6.748072 -1.32 0.37 -0.98
C -1.377191 -7.078944 6.160316 0.56 -0.13 0.06
N -0.638833 -5.985084 5.505189 -0.76 -0.91 -0.04
C -1.556047 -5.279592 4.608935 -0.09 0.48 1.02
C -1.054229 -3.866528 4.307109 0.55 -0.48 -0.57
O -0.340214 -3.356727 5.412865 -0.19 -0.06 0.63
C 0.510100 -2.298454 5.069621 0.66 -0.18 -1.15
H 1.663603 -8.253088 9.207965 -0.02 0.18 -0.06
H 1.243780 -9.444324 7.968632 0.02 0.02 -0.10
H 0.097812 -9.074606 9.284154 0.08 -0.23 0.04
H -1.049586 -9.012121 6.978748 0.02 -0.03 0.49
H 0.196067 -8.452257 5.911792 0.64 0.10 0.30
H -2.076676 -6.740370 6.934465 0.11 0.26 0.16
H -2.025448 -7.556032 5.422261 0.23 -0.17 -0.18
H -0.258787 -5.384643 6.223298 -0.07 0.31 -0.18
H -2.560959 -5.198228 5.048393 -0.02 0.05 0.22
H -1.706160 -5.881541 3.711543 0.23 0.21 -0.23
H -1.887542 -3.211136 4.042223 -0.03 0.09 -0.02
H -0.374725 -3.920509 3.447963 0.06 0.10 -0.08
H 1.379137 -2.647874 4.486143 -0.16 -0.31 -0.14
H 0.992744 -1.834045 5.925972 -0.73 0.13 0.33
H -0.014375 -1.615430 4.394046 0.04 0.49 0.44
C 7.760732 -1.300180 1.605857 0.13 0.05 -0.35
C 7.581366 -2.527840 0.689057 0.20 -0.13 1.35
C 6.646011 -2.288858 -0.491871 0.43 -0.03 1.32
O 5.362293 -1.938951 0.014835 0.37 -0.53 -1.27
C 4.457622 -1.934127 -1.089820 -0.88 -0.31 0.85
N 8.916846 -3.041928 0.330570 -0.46 0.90 -0.07
H 8.703727 -1.398544 2.144922 0.07 0.04 -0.10
H 6.994089 -1.193144 2.373100 -0.25 -0.15 -0.23
H 7.767665 -0.377397 1.019723 0.12 0.06 0.04
H 7.160205 -3.284944 1.357281 -0.39 -0.19 -0.38
H 6.622166 -3.238812 -1.034596 -0.28 0.10 -0.35
H 7.026504 -1.481616 -1.125923 0.10 -0.05 -0.20
H 4.615601 -2.773184 -1.773088 0.45 0.14 -0.13
H 4.460056 -0.978022 -1.612884 0.06 -0.03 -0.12
H 3.472308 -2.157253 -0.672427 -0.12 0.46 0.01
H 9.408645 -2.237014 -0.049324 0.37 -0.40 -0.26
H 8.859082 -3.771810 -0.369643 0.05 0.10 -0.11
C -3.187762 -3.478191 -6.595170 0.46 -0.02 1.23
C -2.294487 -3.697340 -5.368606 0.76 0.23 0.47
C -2.058455 -2.371732 -4.582926 0.40 -0.39 0.28
O -0.669003 -2.047322 -4.468416 -0.61 -0.67 -0.48
C -0.075511 -1.760024 -5.713833 0.88 1.63 0.50
N -2.818576 -4.708874 -4.456174 -0.99 0.05 0.29
H -3.266745 -4.400376 -7.165910 -0.15 0.15 -0.26
H -2.791121 -2.640871 -7.166077 0.03 -0.21 -0.34
H -4.154066 -3.166431 -6.194365 -0.20 -0.18 -0.27
H -1.294473 -4.098703 -5.588673 0.04 0.73 -0.87
H -2.397819 -2.463417 -3.551081 -0.07 -0.25 0.00
H -2.601397 -1.509477 -4.983914 0.00 -0.06 -0.40
H 0.225451 -2.567662 -6.385439 -0.46 -0.39 0.30
H 0.837469 -1.230264 -5.414877 0.10 -0.16 -0.36
H -0.662814 -1.005843 -6.254145 -0.16 -0.27 -0.16
H -2.927797 -5.592523 -4.940393 0.03 -0.02 0.08
H -2.146180 -4.842941 -3.710205 -0.07 -0.15 0.02
C -3.315257 5.148335 -6.877364 -0.66 -0.83 0.28
C -4.574857 4.799541 -6.080356 0.40 1.22 0.45
C -4.202723 4.334565 -4.675389 -0.77 -0.93 0.25
O -3.746447 2.988905 -4.779977 0.77 0.50 0.10
C -3.121928 2.529148 -3.594996 0.02 0.36 -0.49
N -5.430591 5.979056 -6.022176 -0.89 -0.32 -0.36
H -2.788171 4.197636 -6.975028 0.58 0.35 0.03
H -2.773840 5.903883 -6.308214 0.37 -0.10 -0.18
H -3.550159 5.515540 -7.873499 -0.10 0.09 0.03
H -5.109615 3.979621 -6.560407 -0.14 0.10 -0.05
H -5.073955 4.321002 -4.003960 -0.34 0.07 -0.27
H -3.532373 5.026150 -4.147455 0.62 -0.18 -0.40
H -3.882947 2.419696 -2.817573 0.23 -0.24 0.24
H -2.339695 3.227579 -3.276434 -0.12 0.13 0.16
H -2.600596 1.604108 -3.836374 -0.35 -0.22 0.14
H -5.023516 6.833016 -5.670919 0.38 -0.18 0.10
H -6.274349 5.780917 -5.498649 0.01 0.17 0.00
```
Positions in Å, forces in eV/Å.